No. 1
Computed, not measured: a molecular structure, C7H17BBrHgN, with wB97M-V/def2-TZVPD.

Atoms and positions in Å:
Hg 4.37908 0.12428 -1.56520
Br 2.53957 -0.34921 -3.40684
N 0.08538 1.14208 -0.25482
C -0.81223 0.50462 1.93428
C 0.96687 -0.19629 -2.27553
C -0.81408 -1.38961 -3.62647
C -1.08829 -0.97318 3.98779
C -0.50923 0.32500 3.43070
C -0.26305 -0.00965 -3.19427
C 0.42807 0.95889 1.16545
B 1.14666 0.94623 -1.16519
H -1.18257 -0.41117 1.48514
H 1.19910 0.19463 1.24531
H -0.00118 -2.10772 -3.64334
H -0.57640 -1.23260 4.90764
H -0.94142 1.16636 3.96182
H 0.84070 -1.12810 -1.72876
H -0.98804 -1.78637 3.27690
H -2.13022 -0.83936 4.25405
H -1.59371 1.24717 1.78990
H -1.51823 -1.72506 -2.87440
H -1.25760 -1.33885 -4.61083
H 0.81687 1.87661 1.61009
H -0.46866 1.98426 -0.41538
H 0.56428 0.34574 3.60047
H 0.01640 0.54831 -4.08479
H 2.19111 1.57318 -1.13754
H -1.02918 0.54980 -2.66619

Its total charge is +2. Its highest occupied orbital energy is -16.66 eV. The value obtained for the calculated total energy is -83897.6412 eV. For the LUMO energy, the calculation gives -12.599 eV. As for the HOMO-LUMO gap: 4.065 eV. For the maximum force, the calculation gives 2.0 eV/A. Its spin multiplicity is 1.


No. 2
Computed, not measured: a molecular structure, C7H17BGaLuO3S, with wB97M-V/def2-TZVPD.

Atoms and positions in Å:
Lu 0.95144 0.50832 -2.97653
Ga -0.03279 -0.67120 -0.61453
S 0.81521 -1.96322 -2.52506
O -1.54349 -2.87189 0.99242
O -1.92145 1.09928 -1.89713
O 0.40217 -3.94783 1.16563
C 2.47594 1.30665 1.29634
C 0.01417 2.09370 1.30994
C -0.34022 -2.83343 1.11619
C 1.31923 1.93236 0.50033
C -3.29041 -0.86693 -0.90224
C 0.41021 -1.51861 1.08939
C 1.05386 1.19968 -0.81668
B -2.00406 -0.08965 -1.18725
H 1.20178 -1.07695 -3.40863
H 1.14377 -3.88667 1.78622
H 1.64848 2.94505 0.21407
H -0.03958 3.10315 1.73600
H 1.49401 -1.65925 1.18268
H 0.08526 -0.85138 1.89925
H -2.76885 1.56148 -2.02134
H 2.03242 1.01299 -1.33735
H -4.16862 -0.20060 -0.93129
H 2.11898 0.53583 1.98833
H -3.29134 -1.40982 0.04536
H -0.02280 1.39014 2.14926
H 0.36703 1.85090 -1.40434
H -0.88677 1.96766 0.69893
H -3.43195 -1.61323 -1.70453
H 2.96019 2.08145 1.90429
H 3.24820 0.87199 0.65229

Its total charge is +2. Its highest occupied orbital energy is -15.85 eV. The value obtained for the calculated total energy is -111166.4264 eV. For the LUMO energy, the calculation gives -10.039 eV. As for the HOMO-LUMO gap: 5.815 eV. For the maximum force, the calculation gives 5.0 eV/A. Its spin multiplicity is 1.


No. 3
Computed, not measured: a gas-phase ion, C7H17BNO2 (charge +1), with wB97M-V/def2-TZVPD.

Atoms and positions in Å:
O -1.37460 1.50175 -1.03934
O -3.24028 -1.04278 0.88919
N -0.13125 -1.89332 -0.38662
C 1.01633 0.09203 -1.62830
C 0.95364 -0.05037 0.87510
C 2.33970 -0.71201 0.87396
C -3.12058 0.20772 0.37151
C 0.23958 -0.36521 -0.41661
C -4.14905 1.06464 0.29332
C 1.15184 1.47019 1.05464
B -1.48374 0.45985 -0.24582
H -1.21384 -2.02658 -0.30997
H 0.43382 -0.39678 1.67938
H 0.29102 0.27671 -2.37055
H -5.12156 0.86792 0.75377
H -2.19500 1.91407 -1.28643
H 2.92550 -0.60189 1.76845
H 0.38009 -2.53480 0.27756
H 0.22668 -2.23834 -1.38481
H 1.76246 -0.58669 -1.89142
H 1.12468 1.73864 2.04923
H 2.13589 1.81524 0.70338
H 0.35084 2.06426 0.76976
H 2.28675 -1.78462 0.81974
H -4.05627 1.99122 -0.18862
H 2.83864 -0.40532 -0.00434
H -4.16181 -1.24855 1.21620
H 1.44723 1.07145 -1.19875

Its total charge is +1. The structure (SMILES) is C=C(O)B(O)[C@](C)([NH3+])C(C)C. Its highest occupied orbital energy is -12.64 eV. The value obtained for the calculated total energy is -13788.3128 eV. For the LUMO energy, the calculation gives -3.302 eV. As for the HOMO-LUMO gap: 9.334 eV. For the maximum force, the calculation gives 4.5 eV/A. Its spin multiplicity is 1.


No. 4
Computed, not measured: a molecular structure, C7H17CdO3, with wB97M-V/def2-TZVPD.

Atoms and positions in Å:
Cd 0.26259 0.92278 0.50213
O -1.66216 1.01626 -0.23240
O 2.24516 0.59835 0.02444
O 0.26887 -1.07571 0.07651
C -2.61191 -0.00893 0.09782
C 2.53457 -0.71458 -0.44745
C -2.24131 2.31918 -0.25688
C 1.56105 -1.65181 0.22788
C -2.10942 -1.38031 -0.30178
C -0.89699 -1.89905 0.44229
C 3.18147 1.59318 -0.36821
H -0.69035 -2.93183 0.12910
H -2.82338 0.04094 1.17889
H -2.68813 2.56099 0.71811
H 1.58707 -2.63700 -0.25739
H 3.56688 -0.98843 -0.18758
H -3.54111 0.21180 -0.44598
H 2.85044 2.54335 0.06448
H -3.01034 2.36079 -1.03974
H 4.17594 1.33671 0.01980
H 2.41720 -0.73990 -1.54167
H -0.96797 -1.92532 1.53966
H -1.90292 -1.38549 -1.38189
H 1.79968 -1.76571 1.29646
H 3.21660 1.66853 -1.46400
H -1.44845 3.03878 -0.48893
H -2.93188 -2.08722 -0.12346
H -0.14117 0.97966 2.21981

Its total charge is +1. Its highest occupied orbital energy is -12.27 eV. The value obtained for the calculated total energy is -18232.3029 eV. For the LUMO energy, the calculation gives -3.100 eV. As for the HOMO-LUMO gap: 9.172 eV. For the maximum force, the calculation gives 4.2 eV/A. Its spin multiplicity is 1.


No. 5
Computed, not measured: 7 unconnected molecules or ions with the total composition C7H17Cl8N3O6, with wB97M-V/def2-TZVPD.

Atoms and positions in Å:
Cl -3.74808 -4.20506 0.07599
Cl 3.04364 5.16616 -2.31536
Cl 5.68808 -1.69953 -0.88066
Cl 1.80122 2.76286 -1.26748
Cl -1.23388 -1.09346 -0.60397
Cl 1.48212 -0.90894 0.75476
Cl -4.85625 -3.62964 -2.44791
Cl 5.53927 -0.43551 1.64966
O -0.03503 -1.34432 -3.71201
O -3.61938 -1.08374 2.05096
O -3.40652 -1.86447 4.04289
O -0.02874 2.65644 2.13909
O 1.02680 4.59071 1.79602
O -1.64175 -1.55837 -5.24121
N 0.94102 3.44601 2.22742
N -1.08866 -1.90066 -4.19450
N -2.99519 -1.25230 3.06716
C 0.13993 0.00139 -0.10841
C -1.55026 -0.86555 3.12703
C 2.10908 2.98530 3.03699
C 1.55461 4.44036 -1.62735
C -1.45968 -3.19874 -3.63250
C 5.18852 -0.20443 -0.08663
C -4.57663 -2.98898 -0.80707
H -1.65609 -3.07368 -2.56766
H -0.65581 -3.86560 -3.94425
H 0.62518 0.46740 -0.96600
H -0.99864 -1.67815 2.65428
H -1.46885 0.04036 2.52636
H 1.22395 5.10369 -0.82813
H 5.79561 0.65211 -0.37969
H 0.69285 4.41085 -2.29414
H 2.96875 2.92791 2.36932
H -5.39727 -2.52069 -0.26361
H -2.35531 -3.61686 -4.09198
H -3.85003 -2.19981 -1.00037
H 1.85219 1.96463 3.32042
H 4.13484 0.02212 -0.24950
H 2.30057 3.60495 3.91303
H -1.18899 -0.74948 4.14885
H -0.29729 0.69456 0.61023

Its total charge is -1. Its highest occupied orbital energy (alpha / beta) is -0.48 / -3.81 eV. The value obtained for the calculated total energy is -124460.3515 eV. For the LUMO energy (alpha / beta), the calculation gives 1.075 / 1.120 eV. As for the HOMO-LUMO gap (alpha / beta): 1.552 / 4.927 eV. For the maximum force, the calculation gives 3.6 eV/A. Its spin multiplicity is 2.


No. 6
Computed, not measured: a molecular structure, C7H17ClI2N2OPSY, with wB97M-V/def2-TZVPD.

Atoms and positions in Å:
I 2.00290 -0.27489 0.44401
I -1.30173 3.23785 1.27212
Y -0.87227 0.51928 -0.01372
Cl -1.93552 -0.16713 -2.15290
S -1.83033 -0.70959 2.14491
P 0.81966 2.60725 -1.33444
O 1.54216 2.20888 2.60826
N -1.90079 -2.90177 0.54897
N -0.61178 -3.07169 2.47618
C 1.88148 1.99349 -2.69164
C -0.18292 3.85680 -2.22028
C 2.01368 3.70366 -0.47622
C -1.40751 -2.33336 1.68305
C -2.42892 -4.27938 0.58004
C 0.30983 -4.08081 1.94264
C 0.84994 1.74462 1.80297
H 2.43672 4.39776 -1.21758
H -0.62267 4.56018 -1.50663
H -0.28167 -2.56057 3.29406
H -2.08307 -4.80201 -0.31837
H -2.08112 -4.80850 1.46784
H -2.44969 -2.26168 -0.03664
H 2.81507 3.10337 -0.03193
H 2.14607 2.83508 -3.34559
H 1.31500 1.24545 -3.25731
H -3.52477 -4.25592 0.55174
H 2.78053 1.52604 -2.27676
H 0.05042 -4.31689 0.90861
H 0.23354 -4.98592 2.55336
H 1.33989 -3.71275 1.97951
H 0.45927 4.38141 -2.93920
H -0.98604 3.33345 -2.75127
H 1.50464 4.26830 0.31221

Its total charge is +2. Its highest occupied orbital energy (alpha / beta) is -15.92 / -15.94 eV. The value obtained for the calculated total energy is -62440.1455 eV. For the LUMO energy (alpha / beta), the calculation gives -11.448 / -10.715 eV. As for the HOMO-LUMO gap (alpha / beta): 4.474 / 5.227 eV. For the maximum force, the calculation gives 3.8 eV/A. Its spin multiplicity is 1. The energy above the lowest of the compared OMol25 structures with the same formula, charge and spin comes out at 2.21 kcal/mol.


No. 7
Computed, not measured: a molecular structure, C7H17ClINO2PTi, with wB97M-V/def2-TZVPD.

Atoms and positions in Å:
I 0.60948 -2.12929 -1.13387
Ti 0.07032 0.50598 0.96542
Cl 1.22269 2.03451 1.89884
P 0.50974 1.11671 -1.54139
O -0.59164 -1.16827 2.02996
O -1.91908 -1.97211 -1.68117
N -1.13339 -2.73585 3.61124
C 0.04821 0.38179 -3.17873
C 1.15468 -1.83101 3.56726
C 2.29701 1.39188 -1.73375
C -0.21020 -1.87118 3.00166
C -2.02566 0.22965 -0.33092
C -0.20011 2.78430 -1.70040
C -1.21287 -1.30749 -0.95690
H 2.41818 2.18277 -2.48534
H 1.89590 -2.27062 2.88064
H -1.02115 0.19807 -3.26529
H -0.82909 -3.25957 4.45384
H 0.58048 -0.55399 -3.34924
H 0.29362 3.27897 -2.53037
H -1.27088 2.72480 -1.88881
H -2.42039 0.66092 -1.21552
H 1.23422 -2.35075 4.52785
H 0.33832 1.06715 -3.96823
H -2.85788 -0.29526 0.22510
H -1.80308 1.19690 0.37441
H 1.41794 -0.77727 3.72906
H 2.67431 1.72695 -0.75925
H 2.77519 0.46194 -2.06679
H 0.00280 3.32351 -0.77841
H -2.04766 -2.74415 3.29908

Its total charge is +3. Its highest occupied orbital energy (alpha / beta) is -20.74 / -20.74 eV. The value obtained for the calculated total energy is -66114.9478 eV. For the LUMO energy (alpha / beta), the calculation gives -14.741 / -13.881 eV. As for the HOMO-LUMO gap (alpha / beta): 5.998 / 6.862 eV. For the maximum force, the calculation gives 6.0 eV/A. Its spin multiplicity is 1.


No. 8
Computed, not measured: a gas-phase ion, C7H17ClN5 (charge +1), with wB97M-V/def2-TZVPD.

Atoms and positions in Å:
Cl 4.06860 1.42148 -0.29130
N 2.65339 1.18600 0.83811
N 0.50369 -1.39235 -0.37117
N 2.12546 -0.06742 0.75038
N -0.56098 1.36049 -0.26349
N -1.53948 0.47138 -0.32454
C 0.81639 -2.65526 0.25329
C 0.64646 0.90043 -0.92977
C -0.59032 2.50585 0.31555
C -2.77826 0.63700 0.40499
C -3.77723 1.46536 -0.39744
C 1.14361 -0.32125 -0.17441
C 2.05574 -3.29777 -0.37067
H -3.18702 -0.35916 0.58031
H -3.38605 2.45175 -0.63233
H -1.19390 -0.47063 -0.55332
H 0.40305 0.60934 -1.95344
H 1.40282 1.68100 -0.92451
H -4.01230 0.95988 -1.32905
H 2.94485 -2.69034 -0.21218
H 1.91262 -3.41890 -1.44117
H 2.63303 -0.86551 1.12058
H -4.69400 1.58509 0.17128
H 2.21797 -4.27595 0.07132
H -1.46939 2.86075 0.82101
H 0.27877 3.13611 0.28416
H -2.58239 1.09798 1.38065
H 3.06092 1.32553 1.76182
H -0.04750 -3.30145 0.07894
H 0.95146 -2.53941 1.33639

Its total charge is +1. The structure (SMILES) is C=[N+](C/C(=N/CC)NNCl)NCC. Its highest occupied orbital energy is -13.04 eV. The value obtained for the calculated total energy is -27498.2401 eV. For the LUMO energy, the calculation gives -3.741 eV. As for the HOMO-LUMO gap: 9.300 eV. For the maximum force, the calculation gives 1.2 eV/A. Its spin multiplicity is 1. The energy above the lowest of the compared OMol25 structures with the same formula, charge and spin comes out at 0.00 kcal/mol.